No. 1
ORCA calculation (ωB97M-V with the def2-TZVPD basis set) on 2 unconnected molecules or ions with the total composition C4H9N2 at a distorted geometry.

Geometry as ORCA input:
```
! wB97M-V def2-TZVPD RIJCOSX def2/J DEFGRID3
* xyz 1 1
C -2.22 3.53 0.51
C 0.91 -1.89 -0.79
C 1.00 -0.48 -0.25
C 0.10 -0.35 1.01
N -0.37 2.03 1.40
N -0.13 0.95 1.29
H -2.90 3.95 1.25
H -2.15 4.17 -0.37
H 1.60 -1.99 -1.63
H 1.18 -2.63 -0.04
H -0.09 -2.12 -1.16
H 0.66 0.23 -1.01
H 2.03 -0.24 0.02
H -0.86 -0.85 0.83
H 0.59 -0.82 1.87
*
```

Properties
- frontier orbital gap (alpha / beta) (eV) = 8.40 / 8.53
- HOMO (alpha / beta) (eV) = -13.52 / -13.45
- molecular weight (g mol⁻¹) = 85.130
- energy above the lowest of the compared OMol25 structures with the same formula, charge and spin (kcal per mole) = 163.5
- calculated total energy (hartree) = -266.8387

***

No. 2
ORCA calculation (ωB97M-V with the def2-TZVPD basis set) on a molecular structure, C32H35Cl2N6NiO4Se3.

Geometry as ORCA input:
```
! wB97M-V def2-TZVPD RIJCOSX def2/J DEFGRID3
* xyz -1 3
Ni -0.05 -0.51 0.33
O 0.57 4.60 -2.66
C -0.80 4.36 -2.33
C -1.02 4.16 -0.83
C -0.78 5.49 -0.09
O 0.56 5.97 -0.19
C -0.09 3.09 -0.27
Se -0.39 1.42 -1.21
C -2.46 3.72 -0.58
Se -2.75 1.85 -1.11
H 1.03 3.74 -2.65
H -1.19 3.51 -2.89
H -1.35 5.25 -2.65
H -0.99 5.35 0.98
H -1.49 6.23 -0.48
H 0.88 5.75 -1.07
H -0.26 2.94 0.80
H 0.96 3.32 -0.42
H -3.17 4.35 -1.12
H -2.68 3.80 0.49
Cl 1.10 -2.61 -0.53
C 0.91 -4.16 0.31
Cl -0.57 -5.02 -0.16
H 0.85 -3.96 1.38
H 1.76 -4.78 0.06
C 8.40 0.39 0.31
C 6.90 0.44 0.23
C 6.15 1.08 1.21
C 4.76 1.16 1.13
C 3.98 1.85 2.21
C 4.11 0.59 0.03
C 4.84 -0.06 -0.96
C 4.15 -0.69 -2.14
C 6.23 -0.13 -0.84
C 2.60 0.70 -0.09
O 2.17 1.36 -1.06
O 1.91 0.02 0.73
H 8.75 0.46 1.35
H 8.85 1.22 -0.24
H 8.80 -0.54 -0.11
H 6.66 1.53 2.06
H 4.65 2.31 2.95
H 3.32 1.15 2.72
H 3.35 2.64 1.80
H 3.51 -1.52 -1.82
H 4.88 -1.08 -2.86
H 3.50 0.03 -2.65
H 6.79 -0.65 -1.61
C -3.88 -2.44 1.04
C -2.70 -1.52 1.18
N -1.87 -1.40 -0.01
C -2.22 -2.00 -1.12
C -3.33 -2.85 -1.31
C -4.14 -3.03 -0.14
C -3.76 -3.41 -2.55
C -3.24 -3.54 -3.81
C -1.91 -3.25 -4.32
C -0.75 -3.25 -3.53
C 0.45 -2.98 -4.16
N 0.56 -2.73 -5.47
C -0.59 -2.79 -6.13
N -1.80 -3.03 -5.65
H -4.56 -2.53 1.88
H -3.00 -0.51 1.49
H -1.56 -1.80 -1.96
H -5.03 -3.65 -0.22
H -4.78 -3.81 -2.49
H -3.91 -3.91 -4.58
H -0.78 -3.47 -2.48
H 1.37 -2.95 -3.58
H -0.53 -2.62 -7.20
Se -1.86 -3.63 3.09
N -0.61 -3.11 4.26
C -0.26 -1.84 3.99
C 0.68 -1.08 4.70
C 0.93 0.22 4.28
C 0.28 0.72 3.16
N -0.63 0.03 2.45
C -0.90 -1.19 2.89
N -1.84 -1.97 2.30
H 1.18 -1.52 5.56
H 1.64 0.84 4.80
H 0.52 1.71 2.79
*
```

Properties
- frontier orbital gap (alpha / beta) (eV) = 6.28 / 5.33
- HOMO (alpha / beta) (eV) = -4.03 / -3.98
- expectation value of S² = 2.03
- molecular weight (g mol⁻¹) = 934.149
- energy above the lowest of the compared OMol25 structures with the same formula, charge and spin (kcal per mole) = 15.7
- calculated total energy (hartree) = -11502.9537

***

No. 3
ORCA calculation (ωB97M-V with the def2-TZVPD basis set) on a molecular structure, C6H6LuO5 at a distorted geometry.

Geometry as ORCA input:
```
! wB97M-V def2-TZVPD RIJCOSX def2/J DEFGRID3
* xyz 3 1
Lu -0.48 -0.48 -1.06
O -0.44 2.69 -3.01
C -0.45 1.67 -2.45
C 1.26 -1.94 -0.56
O 2.25 -2.45 -0.26
C -2.23 -1.91 -0.57
O -3.21 -2.40 -0.29
C -0.47 -1.96 -2.77
O -0.47 -2.55 -3.77
C 0.61 1.64 2.32
C 0.64 0.97 0.97
O -0.55 0.00 1.02
H -0.34 2.16 2.47
H 1.43 2.35 2.32
H 0.76 0.90 3.12
H 0.42 1.66 0.13
H 1.56 0.38 0.77
H -0.30 -0.75 1.62
*
```

Properties
- frontier orbital gap (eV) = 8.85
- HOMO (eV) = -23.97
- molecular weight (g mol⁻¹) = 333.076
- energy above the lowest of the compared OMol25 structures with the same formula, charge and spin (kcal per mole) = 11.0
- calculated total energy (hartree) = -1842.7108

***

No. 4
ORCA calculation (ωB97M-V with the def2-TZVPD basis set) on a molecular structure, HOPS at a distorted geometry.

Geometry as ORCA input:
```
! wB97M-V def2-TZVPD RIJCOSX def2/J DEFGRID3
* xyz 0 1
O -1.95 -0.63 0.80
P -1.37 0.08 -0.27
S 1.30 0.36 -0.85
H 2.01 0.19 0.31
*
```

Properties
- frontier orbital gap (eV) = 7.46
- HOMO (eV) = -9.14
- molecular weight (g mol⁻¹) = 80.048
- energy above the lowest of the compared OMol25 structures with the same formula, charge and spin (kcal per mole) = 0.0
- calculated total energy (hartree) = -815.3401

***

No. 5
ORCA calculation (ωB97M-V with the def2-TZVPD basis set) on a molecular structure, C3H8N2OS at a distorted geometry.

Geometry as ORCA input:
```
! wB97M-V def2-TZVPD RIJCOSX def2/J DEFGRID3
* xyz 0 1
C -2.62 0.56 -0.70
C -1.54 1.33 -0.26
C -0.32 0.41 -0.22
H -3.51 1.27 -1.43
H -2.22 -0.30 -1.37
H -3.26 0.09 0.25
H -1.61 2.18 -1.14
H -1.54 1.99 0.58
H 0.56 1.13 -2.44
H 0.83 -1.90 -0.93
H 0.99 -0.57 2.77
N 0.12 0.01 -1.65
N 0.15 0.04 0.86
O 1.30 -0.91 -1.07
S 1.52 -0.67 1.55
*
```

Properties
- frontier orbital gap (eV) = 8.86
- HOMO (eV) = -8.83
- molecular weight (g mol⁻¹) = 120.177
- energy above the lowest of the compared OMol25 structures with the same formula, charge and spin (kcal per mole) = 202.3
- calculated total energy (hartree) = -701.7551

***

No. 6
ORCA calculation (ωB97M-V with the def2-TZVPD basis set) on 2 unconnected molecules or ions with the total composition C15H32F6N3O2 at a distorted geometry.

Geometry as ORCA input:
```
! wB97M-V def2-TZVPD RIJCOSX def2/J DEFGRID3
* xyz 1 1
C -2.43 3.93 0.30
O -2.56 2.55 0.02
C -1.42 1.80 0.31
C -1.37 1.38 1.79
C -1.96 0.02 2.09
N -1.07 -1.16 1.81
F -0.14 -0.85 0.85
C -1.90 -2.31 1.29
C -2.34 -2.12 -0.16
N -3.78 -1.89 -0.32
C -0.29 -1.64 3.02
C 0.52 -0.60 3.74
C 1.82 -0.14 3.05
C 2.84 -1.25 2.83
F 4.04 -0.85 3.32
F 2.50 -2.40 3.47
C 3.10 -1.60 1.34
F 4.24 -2.31 1.21
F 3.20 -0.45 0.61
F 2.07 -2.33 0.85
H -2.23 4.49 -0.61
H -3.36 4.30 0.72
H -1.64 4.13 1.02
H -0.52 2.38 0.10
H -1.36 0.94 -0.36
H -1.99 2.08 2.33
H -0.37 1.50 2.18
H -2.16 -0.05 3.16
H -2.90 -0.12 1.58
H -1.36 -3.23 1.45
H -2.78 -2.33 1.93
H -1.78 -1.32 -0.64
H -2.07 -3.03 -0.68
H -4.28 -1.79 0.55
H -3.95 -1.10 -0.91
H -1.06 -2.02 3.69
H 0.29 -2.48 2.68
H 0.79 -1.05 4.69
H -0.07 0.27 3.99
H 1.59 0.38 2.13
H 2.29 0.59 3.69
C 0.16 1.65 -3.69
C 1.36 1.23 -2.85
C 2.57 0.76 -3.66
O 2.44 -0.53 -4.22
C 1.73 -0.61 -5.44
N 0.93 0.20 -1.88
H -0.38 0.79 -4.08
H -0.54 2.23 -3.08
H 0.47 2.28 -4.53
H 1.69 2.10 -2.28
H 3.43 0.70 -2.99
H 2.82 1.49 -4.45
H 1.91 0.27 -6.06
H 0.65 -0.73 -5.28
H 2.08 -1.49 -5.97
H 1.71 0.01 -1.26
H 0.81 -0.66 -2.40
*
```

Properties
- frontier orbital gap (eV) = 8.94
- HOMO (eV) = -11.62
- molecular weight (g mol⁻¹) = 400.428
- calculated total energy (hartree) = -1504.3359

***

No. 7
ORCA calculation (ωB97M-V with the def2-TZVPD basis set) on C6H10ClPS2 in the gas phase at a distorted geometry.

Geometry as ORCA input:
```
! wB97M-V def2-TZVPD RIJCOSX def2/J DEFGRID3
* xyz 0 1
C -2.88 0.06 -0.28
C -2.31 1.22 -0.39
C -2.21 -1.14 0.28
C -1.05 -0.69 1.23
C 2.38 0.57 -1.14
C 3.21 -0.35 -0.24
P -0.33 0.82 0.42
S 0.43 2.17 1.57
S 0.61 0.01 -1.35
Cl 2.45 -0.65 1.31
H -3.82 -0.01 -0.78
H -2.79 2.15 -0.92
H -2.74 -1.75 0.98
H -1.89 -1.89 -0.58
H -1.58 -0.30 2.15
H -0.24 -1.39 1.34
H 2.28 1.57 -0.74
H 2.91 0.63 -2.08
H 3.48 -1.23 -0.87
H 4.07 0.20 0.09
*
```

Properties
- frontier orbital gap (eV) = 8.88
- HOMO (eV) = -8.39
- molecular weight (g mol⁻¹) = 212.707
- SMILES = S=[P@]1(SCCCl)C=CCC1
- energy above the lowest of the compared OMol25 structures with the same formula, charge and spin (kcal per mole) = 0.0
- calculated total energy (hartree) = -1832.5029

***

No. 8
ORCA calculation (ωB97M-V with the def2-TZVPD basis set) on a molecular structure, C22H32N7O at a distorted geometry.

Geometry as ORCA input:
```
! wB97M-V def2-TZVPD RIJCOSX def2/J DEFGRID3
* xyz 1 1
C -4.10 -1.64 -1.73
H -3.61 -0.64 -1.93
H -3.16 -2.23 -1.68
H -4.59 -1.95 -2.77
C -5.12 -1.88 -0.81
C -5.69 -3.22 -0.41
H -4.90 -3.95 -0.11
H -6.35 -3.18 0.25
H -6.21 -3.45 -1.45
H -5.97 -1.14 -0.94
C -4.65 -0.90 0.66
H -4.47 0.05 0.38
H -5.35 -1.34 1.29
C -3.31 -1.69 1.25
N -3.06 -1.44 2.48
H -3.12 -0.45 2.85
H -3.73 -1.97 3.27
C -2.13 -1.45 0.54
N -1.76 -0.04 -0.02
N -0.73 -0.11 -0.38
N -0.18 -1.35 -0.55
C -1.10 -2.08 0.32
H -0.78 -3.09 0.41
C 1.16 -1.27 -0.76
H 1.42 -2.03 -1.79
C 1.33 0.04 -1.70
C 0.23 0.72 -0.97
C -0.50 2.11 -1.85
C -0.77 3.06 -0.74
C -1.38 4.23 -0.89
C -1.37 5.27 0.05
C -0.67 4.86 1.11
C 0.13 3.75 1.38
C 0.03 2.70 0.27
N 0.71 1.56 0.15
H 1.09 1.31 1.00
H 0.70 3.50 2.07
H -0.62 5.62 2.32
H -1.95 6.13 0.06
H -2.11 4.61 -1.75
H 0.15 2.17 -2.51
H 2.09 0.56 -1.43
H 0.85 -0.17 -2.70
C 2.09 -1.40 0.36
O 1.53 -0.81 1.30
N 3.57 -1.69 0.18
C 4.20 -2.04 -0.99
H 4.73 -3.06 -0.87
H 3.48 -1.87 -2.00
C 5.09 -0.82 -1.21
N 6.12 -0.85 -0.16
H 6.94 -0.28 -0.32
C 5.58 -0.46 0.99
H 6.15 -0.60 2.03
H 5.05 0.42 1.13
C 4.34 -1.46 1.55
H 4.73 -2.60 1.41
H 3.62 -1.29 2.27
H -1.46 1.66 -2.15
H 5.94 -1.16 -1.86
H 4.81 0.03 -1.51
H -3.39 -2.87 1.27
*
```

Properties
- frontier orbital gap (eV) = 7.80
- HOMO (eV) = -10.64
- molecular weight (g mol⁻¹) = 410.546
- energy above the lowest of the compared OMol25 structures with the same formula, charge and spin (kcal per mole) = 482.6
- calculated total energy (hartree) = -1315.0719

***

No. 9
ORCA calculation (ωB97M-V with the def2-TZVPD basis set) on 15 unconnected molecules or ions with the total composition C3H33NO16 at a distorted geometry.

Geometry as ORCA input:
```
! wB97M-V def2-TZVPD RIJCOSX def2/J DEFGRID3
* xyz 0 1
O 0.54 3.41 0.91
C -0.13 2.48 1.40
N -0.73 1.57 0.45
C -1.41 0.46 1.07
O -2.51 0.10 0.81
C -0.36 2.42 2.91
H -0.54 1.63 -0.53
H -0.63 -0.11 1.79
H 0.37 1.67 3.28
H -0.01 3.38 3.37
H -1.42 2.31 3.31
H 3.44 0.94 0.52
H 2.14 1.54 0.47
O 2.80 1.05 1.08
H -3.60 -0.13 -3.33
H -2.81 -1.31 -3.92
O -2.96 -0.29 -4.05
H 4.40 -1.95 -1.65
H 3.91 -1.35 -0.33
O 3.83 -2.14 -0.93
H 1.70 -3.55 -1.29
H 0.45 -3.08 -2.05
O 0.83 -3.81 -1.74
H 2.11 0.28 -2.14
H 2.48 1.74 -1.90
O 2.76 0.81 -1.65
H 0.26 -0.13 -2.96
H -0.12 -1.45 -3.65
O 0.55 -1.05 -3.23
H 1.40 -1.45 3.91
H 0.76 -2.76 3.70
O 1.63 -2.33 3.58
H 2.16 0.68 2.69
H 2.27 2.01 3.12
O 1.97 1.21 3.60
H 1.26 3.15 -1.16
H 0.99 2.73 -2.66
O 0.87 2.51 -1.80
H -4.58 -1.80 0.94
H -5.29 -0.91 0.25
O -4.80 -1.77 0.09
H -3.23 -0.11 -0.77
H -2.28 -1.34 -1.29
O -3.17 -0.93 -1.43
H -0.42 0.95 -4.93
H -1.76 1.29 -4.12
O -0.82 1.39 -4.17
H -1.37 -1.37 2.97
H -1.91 -1.07 4.47
O -1.63 -0.71 3.61
H 0.87 -1.90 1.90
H 1.25 -1.35 0.40
O 0.51 -1.55 1.06
*
```

Properties
- frontier orbital gap (eV) = 9.74
- HOMO (eV) = -9.78
- molecular weight (g mol⁻¹) = 339.288
- energy above the lowest of the compared OMol25 structures with the same formula, charge and spin (kcal per mole) = 84.0
- calculated total energy (hartree) = -1392.5481

***

No. 10
ORCA calculation (ωB97M-V with the def2-TZVPD basis set) on C10H19N5O5 in the gas phase at a distorted geometry.

Geometry as ORCA input:
```
! wB97M-V def2-TZVPD RIJCOSX def2/J DEFGRID3
* xyz 0 1
C -0.26 -0.42 -1.24
C 0.92 -1.26 -0.77
C -0.78 0.36 -0.06
C -2.00 1.27 -0.38
C -2.70 1.67 0.94
C -4.10 -0.24 0.96
C 3.33 -1.01 -0.20
C 3.41 -1.31 1.35
C 4.44 0.04 -0.51
C 4.31 1.46 0.03
H -1.07 -2.05 -2.37
H -2.14 -1.41 -1.25
H 0.16 0.21 -2.02
H 0.08 1.03 0.36
H -1.12 -0.28 0.75
H -2.87 0.67 -0.87
H -1.72 2.09 -1.02
H -2.04 2.12 1.71
H -3.50 2.45 0.67
H -2.72 0.05 2.22
H -4.35 -1.90 0.09
H -5.81 -0.22 -0.16
H -5.39 1.38 0.39
H 2.03 0.46 -0.80
H 3.54 -1.97 -0.71
H 4.68 0.14 -1.57
H 5.35 -0.33 -0.05
H 3.64 3.09 -0.44
H 2.07 -2.62 1.13
N -1.38 -1.18 -1.90
N -3.38 0.62 1.75
N -3.65 -1.40 0.63
N -5.26 0.39 0.43
N 2.02 -0.51 -0.63
O 0.93 -2.48 -0.55
O 4.36 -0.89 2.01
O 4.85 1.89 1.00
O 3.62 2.16 -0.83
O 2.50 -2.11 1.91
*
```

Properties
- frontier orbital gap (eV) = 9.67
- HOMO (eV) = -9.41
- molecular weight (g mol⁻¹) = 289.292
- SMILES = [H]/N=C(\N)NCCC[C@H](N)C(=O)N[C@@H](CC(=O)O)C(=O)O
- energy above the lowest of the compared OMol25 structures with the same formula, charge and spin (kcal per mole) = 30.8
- calculated total energy (hartree) = -1042.4615

***

No. 11
ORCA calculation (ωB97M-V with the def2-TZVPD basis set) on a molecular structure, C23H43N4OPPtS5 at a distorted geometry.

Geometry as ORCA input:
```
! wB97M-V def2-TZVPD RIJCOSX def2/J DEFGRID3
* xyz 4 1
Pt -0.74 -2.67 -0.12
C -3.99 -3.14 -0.13
C -3.89 -1.65 -0.32
S -2.25 -0.93 0.07
C -2.29 -0.67 1.87
C -2.16 -1.91 2.73
S -0.58 -2.70 2.32
C -0.88 -4.46 2.64
C 0.17 -5.24 1.87
S 0.16 -4.99 0.06
C -1.15 -6.09 -0.55
C -2.53 -5.54 -0.33
S -2.56 -3.85 -0.99
H -4.90 -3.52 -0.59
H -3.98 -3.47 0.91
H -4.63 -1.11 0.27
H -4.04 -1.38 -1.37
H -3.21 -0.13 2.10
H -1.46 0.02 2.04
H -2.96 -2.63 2.60
H -2.14 -1.63 3.79
H -1.90 -4.70 2.36
H -0.77 -4.64 3.71
H 0.07 -6.31 2.06
H 1.18 -4.96 2.18
H -1.03 -7.07 -0.08
H -0.93 -6.21 -1.61
H -2.85 -5.53 0.71
H -3.27 -6.12 -0.90
S 3.65 -2.79 -1.64
C 3.67 -2.49 0.04
C 2.40 -2.30 0.50
N 1.43 -2.39 -0.47
C 1.97 -2.65 -1.65
H 4.59 -2.47 0.60
H 2.12 -2.07 1.52
H 1.39 -2.76 -2.56
O 0.13 0.69 -0.12
P 0.55 2.08 -0.38
N -0.06 2.73 -1.76
C 0.26 4.03 -2.36
C -0.87 4.24 -3.36
C -1.14 2.84 -3.88
C -0.91 1.93 -2.67
N 0.32 3.18 0.79
C 0.92 3.00 2.14
C 0.16 3.99 3.03
C -1.18 4.18 2.32
C -0.78 4.17 0.84
N 2.25 2.16 -0.63
C 3.02 3.35 -0.94
C 4.46 2.97 -0.59
C 4.51 1.49 -0.96
C 3.11 0.98 -0.61
H 1.22 3.95 -2.90
H 0.36 4.80 -1.60
H -0.57 4.93 -4.15
H -1.74 4.66 -2.86
H -0.46 2.58 -4.69
H -2.16 2.73 -4.26
H -0.41 0.99 -2.92
H -1.84 1.68 -2.15
H 1.99 3.20 2.11
H 0.78 1.97 2.46
H 0.70 4.94 3.07
H 0.06 3.62 4.04
H -1.67 5.11 2.59
H -1.86 3.36 2.53
H -0.39 5.16 0.56
H -1.58 3.91 0.15
H 2.62 4.22 -0.42
H 2.94 3.54 -2.03
H 4.64 3.12 0.47
H 5.18 3.57 -1.14
H 5.28 0.95 -0.42
H 4.70 1.36 -2.03
H 3.04 0.55 0.40
H 2.70 0.24 -1.30
*
```

Properties
- frontier orbital gap (alpha / beta) (eV) = 2.35 / 2.34
- HOMO (alpha / beta) (eV) = -18.07 / -18.06
- molecular weight (g mol⁻¹) = 778.011
- calculated total energy (hartree) = -3646.6184

***

> What is the formula in the sixth record?

C15H32F6N3O2

***

> Among the records above, which one has the lowest molecular weight?

HOPS

***

> Look up the molecular weight of the tenth one.

289.292 g mol⁻¹

***

> Among the records above, which one has the highest molecular weight?

C32H35Cl2N6NiO4Se3